The following is a DFT calculation (ωB97M-V with the def2-TZVPD basis set) of a 13-piece molecular cluster, C82H156N6O20 overall.

Each line ends with the Mulliken charge.
Positions of all 264 atoms, in Å:
C (0.003, -5.690, 3.760)  -1.406
C (-0.799, -4.812, 4.765)  1.852
C (-0.756, -3.347, 4.308)  -1.036
C (-1.745, -2.350, 4.967)  1.836
C (-3.137, -2.988, 4.811)  -1.130
C (-3.254, -4.372, 5.370)  1.730
N (-2.182, -5.277, 4.826)  1.087
O (-2.309, -6.590, 5.183)  -0.574
C (-3.271, -4.232, 6.910)  -1.882
C (-4.698, -4.800, 4.819)  -1.688
C (-0.113, -4.872, 6.104)  -1.731
H (0.806, -5.153, 3.256)  0.192
H (-0.725, -5.886, 2.973)  0.215
H (0.351, -6.597, 4.254)  0.326
H (0.267, -2.973, 4.328)  0.618
H (-0.896, -3.327, 3.228)  -0.430
H (-1.641, -1.421, 4.406)  -0.525
H (-1.377, -2.257, 5.989)  -1.005
H (-3.424, -2.976, 3.760)  -0.859
H (-3.840, -2.376, 5.377)  0.827
H (-3.115, -5.186, 7.414)  0.285
H (-2.597, -3.459, 7.278)  0.273
H (-4.289, -3.873, 7.063)  0.592
H (-5.137, -5.543, 5.484)  0.464
H (-5.459, -4.023, 4.743)  0.312
H (-4.480, -5.323, 3.888)  0.212
H (0.111, -5.917, 6.318)  0.459
H (-0.703, -4.432, 6.908)  0.226
H (0.853, -4.366, 6.087)  0.228
H (-2.531, -7.059, 4.375)  0.364
C (-3.296, -2.906, -3.136)  -1.115
C (-2.352, -2.726, -4.357)  1.669
C (-1.025, -3.519, -4.001)  -0.102
C (-1.037, -5.064, -4.187)  -0.904
C (-1.428, -5.289, -5.604)  -1.392
C (-2.854, -4.742, -5.975)  1.570
N (-3.004, -3.337, -5.632)  0.635
O (-4.248, -2.794, -5.990)  -0.524
C (-2.958, -4.896, -7.528)  -1.967
C (-3.867, -5.636, -5.242)  -1.753
C (-1.893, -1.296, -4.613)  -1.502
H (-4.051, -2.141, -3.317)  0.462
H (-2.757, -2.670, -2.219)  -0.344
H (-3.671, -3.924, -3.029)  0.433
H (-0.145, -3.001, -4.384)  -0.288
H (-1.047, -3.506, -2.911)  -0.234
H (-1.622, -5.559, -3.413)  0.236
H (-0.029, -5.450, -4.034)  0.519
H (-1.417, -6.350, -5.853)  0.560
H (-0.649, -4.843, -6.222)  0.245
H (-3.962, -4.652, -7.876)  0.461
H (-2.219, -4.388, -8.148)  0.336
H (-2.886, -5.951, -7.791)  0.437
H (-4.869, -5.237, -5.087)  0.354
H (-4.068, -6.586, -5.737)  0.384
H (-3.571, -5.896, -4.226)  0.300
H (-2.772, -0.652, -4.597)  0.780
H (-1.447, -1.254, -5.607)  0.459
H (-1.191, -0.980, -3.841)  -0.342
H (-4.038, -2.303, -6.787)  0.364
C (-0.096, 0.713, 3.516)  -1.390
C (0.446, 0.269, 2.187)  2.943
C (-0.471, -0.850, 1.651)  -0.400
C (-0.379, -1.184, 0.089)  -0.121
C (-0.654, 0.143, -0.657)  0.175
C (0.423, 1.162, -0.204)  2.476
N (0.470, 1.358, 1.209)  1.413
O (1.250, 2.443, 1.537)  -0.538
C (1.755, 0.735, -0.769)  -0.684
C (-0.084, 2.458, -0.836)  -0.439
C (1.855, -0.308, 2.357)  -2.276
H (0.080, -0.164, 4.138)  -0.047
H (-1.151, 0.983, 3.467)  -0.269
H (0.439, 1.550, 3.963)  0.791
H (-0.285, -1.780, 2.189)  -0.330
H (-1.463, -0.577, 2.009)  -0.046
H (-1.171, -1.877, -0.196)  -0.666
H (0.547, -1.654, -0.243)  0.639
H (-1.656, 0.395, -0.311)  -1.013
H (-0.758, 0.057, -1.739)  -0.452
H (1.976, -0.324, -0.634)  0.405
H (1.731, 0.893, -1.847)  -0.758
H (2.573, 1.349, -0.393)  0.361
H (-0.458, 2.355, -1.854)  -0.833
H (-0.896, 2.848, -0.222)  -0.264
H (0.599, 3.300, -0.955)  -0.235
H (2.488, 0.394, 2.900)  0.472
H (2.407, -0.539, 1.446)  0.212
H (1.819, -1.255, 2.895)  0.155
H (0.641, 2.993, 2.035)  0.249
C (5.464, -1.216, -7.162)  -1.634
C (4.260, -0.189, -7.109)  1.079
C (3.063, -0.530, -8.021)  -1.272
C (2.241, -1.709, -7.481)  -1.497
C (1.709, -1.457, -6.131)  0.748
C (2.822, -0.989, -5.093)  1.870
N (3.831, -0.064, -5.664)  1.407
O (4.850, 0.341, -4.811)  -0.611
C (2.089, -0.300, -3.964)  -1.774
C (3.429, -2.239, -4.386)  -2.063
C (4.691, 1.243, -7.540)  -1.533
H (5.873, -1.247, -8.172)  0.474
H (4.977, -2.167, -6.946)  0.371
H (6.201, -0.941, -6.408)  0.218
H (2.408, 0.269, -8.368)  0.218
H (3.418, -0.945, -8.964)  0.530
H (2.774, -2.647, -7.636)  0.420
H (1.366, -1.847, -8.117)  0.563
H (1.270, -2.418, -5.860)  -0.396
H (0.821, -0.825, -6.118)  0.001
H (1.458, 0.515, -4.317)  -0.237
H (1.420, -0.997, -3.459)  0.256
H (2.806, 0.148, -3.276)  0.718
H (4.073, -1.844, -3.600)  0.412
H (2.730, -2.966, -3.972)  0.306
H (4.019, -2.892, -5.030)  0.354
H (5.117, 1.262, -8.544)  0.388
H (5.341, 1.688, -6.786)  0.358
H (3.780, 1.840, -7.508)  0.182
H (4.605, 1.246, -4.606)  0.028
C (-0.047, 0.891, 10.191)  -2.074
C (0.517, 0.477, 8.838)  2.116
C (0.753, 1.874, 8.116)  -1.740
C (1.723, 1.808, 6.962)  0.751
C (2.973, 1.045, 7.302)  -1.386
C (2.812, -0.340, 7.958)  1.947
N (1.828, -0.237, 9.064)  0.142
O (1.696, -1.294, 9.901)  -0.466
C (2.472, -1.439, 6.928)  -0.818
C (4.144, -0.724, 8.651)  -2.114
C (-0.461, -0.333, 7.991)  -1.705
H (-0.640, 0.142, 10.715)  0.347
H (-0.732, 1.729, 10.068)  0.387
H (0.778, 1.181, 10.841)  0.469
H (-0.172, 2.300, 7.727)  0.517
H (1.116, 2.645, 8.796)  0.393
H (2.117, 2.761, 6.610)  0.689
H (1.155, 1.351, 6.152)  -0.816
H (3.659, 1.643, 7.902)  0.424
H (3.482, 0.969, 6.341)  0.292
H (2.426, -2.455, 7.320)  0.635
H (1.666, -1.187, 6.240)  -0.113
H (3.341, -1.417, 6.270)  -0.496
H (4.443, 0.054, 9.352)  0.482
H (4.329, -1.672, 9.156)  0.371
H (4.963, -0.712, 7.931)  0.410
H (-1.334, 0.270, 7.740)  0.511
H (-0.672, -1.358, 8.295)  0.577
H (-0.155, -0.506, 6.959)  -0.145
H (1.266, -1.993, 9.403)  0.380
C (0.119, 5.515, -5.204)  -1.744
C (-0.027, 4.238, -6.028)  2.287
C (0.190, 2.975, -5.172)  -1.798
C (-1.106, 2.555, -4.301)  2.158
C (-2.327, 2.393, -5.153)  -1.851
C (-2.652, 3.614, -6.146)  1.740
N (-1.333, 4.115, -6.801)  0.604
O (-1.530, 5.047, -7.821)  -0.544
C (-3.684, 3.064, -7.143)  -2.006
C (-3.399, 4.739, -5.234)  -1.534
C (1.075, 4.155, -7.135)  -2.079
H (-0.746, 5.885, -4.654)  0.232
H (0.354, 6.357, -5.856)  0.444
H (0.968, 5.449, -4.524)  0.253
H (0.548, 2.145, -5.781)  0.092
H (1.017, 3.007, -4.463)  0.389
H (-1.179, 3.275, -3.486)  -0.282
H (-0.959, 1.562, -3.877)  -0.279
H (-3.209, 2.040, -4.618)  0.330
H (-2.159, 1.480, -5.723)  0.189
H (-4.528, 2.575, -6.656)  0.348
H (-4.076, 3.810, -7.834)  0.414
H (-3.081, 2.489, -7.845)  0.477
H (-3.291, 5.715, -5.706)  0.388
H (-4.461, 4.622, -5.017)  0.432
H (-2.927, 4.862, -4.259)  0.047
H (0.938, 3.291, -7.785)  0.408
H (2.070, 4.035, -6.705)  0.197
H (1.015, 5.068, -7.728)  0.592
H (-1.231, 4.514, -8.562)  0.343
O (-4.797, 0.780, -3.047)  -0.637
C (-4.525, 0.908, -1.841)  0.036
O (-5.029, 0.025, -0.811)  -0.380
C (-4.571, 0.451, 0.404)  0.135
C (-3.991, 1.906, 0.224)  0.438
C (-3.681, 2.030, -1.236)  0.516
H (-3.926, -0.306, 0.850)  -0.722
H (-5.442, 0.610, 1.040)  0.482
H (-3.065, 2.090, 0.768)  -0.425
H (-4.711, 2.699, 0.427)  0.610
H (-2.614, 1.855, -1.375)  -0.869
H (-3.890, 3.035, -1.603)  0.924
O (-4.677, -0.044, 3.758)  -0.644
C (-4.478, 1.201, 3.842)  0.520
O (-5.018, 2.132, 3.049)  -0.300
C (-4.532, 3.405, 3.389)  0.152
C (-3.456, 3.234, 4.469)  -0.258
C (-3.652, 1.880, 4.972)  0.105
H (-5.274, 4.110, 3.767)  0.399
H (-4.055, 3.845, 2.514)  -0.246
H (-3.548, 4.063, 5.170)  0.525
H (-2.447, 3.393, 4.089)  -0.144
H (-4.300, 1.895, 5.848)  0.442
H (-2.783, 1.256, 5.180)  -0.359
O (3.706, -5.090, 3.288)  -0.587
C (4.335, -4.211, 3.776)  0.386
O (4.094, -2.880, 3.385)  -0.235
C (5.110, -2.064, 3.977)  -0.316
C (5.722, -2.843, 5.170)  -0.329
C (5.596, -4.283, 4.643)  -0.496
H (4.714, -1.100, 4.295)  0.177
H (5.962, -1.796, 3.353)  0.362
H (5.255, -2.769, 6.152)  0.009
H (6.765, -2.591, 5.362)  0.489
H (5.491, -5.049, 5.411)  0.339
H (6.364, -4.591, 3.933)  0.256
O (4.461, 3.075, -4.541)  -0.483
C (5.029, 3.061, -3.448)  0.085
O (4.413, 2.672, -2.289)  0.817
C (5.319, 2.445, -1.218)  -0.340
C (6.605, 3.019, -1.780)  -1.238
C (6.385, 3.626, -3.182)  -0.644
H (5.460, 1.374, -1.073)  0.380
H (5.004, 2.952, -0.306)  0.363
H (7.424, 2.301, -1.746)  0.394
H (7.001, 3.853, -1.202)  0.323
H (7.123, 3.233, -3.882)  0.302
H (6.483, 4.709, -3.117)  0.330
O (-5.362, -6.356, 0.447)  -0.696
C (-4.745, -5.285, 0.685)  0.220
O (-5.257, -4.047, 0.616)  -0.403
C (-4.268, -3.038, 0.799)  0.845
C (-2.906, -3.794, 0.654)  1.425
C (-3.258, -5.232, 0.974)  0.288
H (-4.320, -2.565, 1.780)  -0.106
H (-4.371, -2.296, 0.007)  -0.339
H (-2.133, -3.371, 1.295)  -0.688
H (-2.506, -3.769, -0.359)  -0.319
H (-3.176, -5.445, 2.040)  -0.523
H (-2.832, -6.020, 0.354)  0.460
O (-1.091, 4.215, 2.070)  -0.611
C (-1.549, 5.070, 1.378)  0.326
O (-2.228, 4.881, 0.233)  -0.109
C (-2.287, 5.986, -0.611)  -0.256
C (-2.135, 7.116, 0.335)  -0.658
C (-1.476, 6.522, 1.650)  -0.457
H (-3.250, 5.931, -1.118)  0.287
H (-1.549, 5.976, -1.414)  0.212
H (-3.075, 7.618, 0.564)  0.283
H (-1.494, 7.829, -0.183)  0.335
H (-1.990, 6.776, 2.577)  0.303
H (-0.452, 6.859, 1.811)  0.220
O (5.507, 6.236, 1.828)  -0.622
C (4.524, 5.993, 1.162)  0.415
O (3.247, 6.116, 1.580)  -0.369
C (2.235, 5.766, 0.650)  0.740
C (3.090, 5.151, -0.505)  1.031
C (4.476, 5.742, -0.351)  -0.069
H (1.583, 6.613, 0.434)  0.024
H (1.602, 4.973, 1.050)  -0.632
H (2.783, 5.372, -1.527)  0.323
H (3.055, 4.090, -0.260)  -0.810
H (4.625, 6.719, -0.811)  0.431
H (5.363, 5.114, -0.433)  -0.333

Cartesian forces (eV/Å) of the 6 atoms listed first:
C -1.1 0.7 0.0
C 0.7 0.6 0.2
C -0.2 0.4 -1.2
C 0.9 -1.9 -1.0
C 1.1 1.6 0.3
C -0.5 -0.7 0.0

## Properties
HOMO-LUMO gap in eV: 7.7214
Calculated total energy in eV: -137443.641
HOMO level in eV: -7.826
Total charge: 0



The following is a DFT calculation (ωB97M-V with the def2-TZVPD basis set) of an isolated ion of composition C3H3N2O2 and charge -1.

Each line ends with the Mulliken charge.
Positions of all 10 atoms, in Å:
C (0.435, -1.654, 0.099)  -0.433
C (0.212, 0.470, 1.578)  -0.752
C (-0.131, 0.493, -0.846)  0.440
N (-0.201, -0.881, -0.810)  0.018
N (0.334, 1.074, 0.297)  0.179
O (0.588, 1.108, 2.557)  -0.321
O (-0.539, 1.136, -1.821)  -0.710
H (-0.145, -2.612, 0.181)  0.061
H (-0.900, -1.230, -1.473)  0.254
H (0.347, 2.095, 0.239)  0.264

Cartesian forces (eV/Å) of the 6 atoms listed first:
C 0.4 0.1 0.7
C -0.3 -1.2 1.3
C 0.1 1.0 -0.3
N -0.5 -0.6 -0.5
N 0.1 0.6 -0.8
O -0.1 0.0 -0.9

## Properties
HOMO-LUMO gap (alpha / beta) in eV: 6.1676 / 6.1619
Calculated total energy in eV: -10232.697
HOMO level (alpha / beta) in eV: -2.023 / -2.018
Total charge: -1



Energy relative to the best compared isomer or geometry (same formula, charge and spin) list, top to bottom, in kJ/mol: 0.0; 321.3